C9H14O | ωB97M-V/def2-TZVPD

Each line ends with the natural charge from an NBO analysis.
Geometry (Å):
C1 1.835159 0.075425 -2.821533  -0.63
C2 0.800934 -0.507405 -1.909005  -0.05
C3 0.636083 -1.882803 -1.765111  -0.19
C4 -0.392790 -2.421323 -1.019124  -0.26
C5 -1.312010 -1.597343 -0.408559  0.29
O1 -2.256821 -2.149857 0.412304  -0.68
C6 -1.153005 -0.222551 -0.540385  -0.28
C7 -0.076370 0.317913 -1.219206  -0.19
H1 2.520346 0.753371 -2.296909  0.22
H2 1.363313 0.611449 -3.641323  0.22
H3 2.486527 -0.656308 -3.309325  0.22
H4 1.328171 -2.542023 -2.275961  0.21
H5 -0.532298 -3.489788 -0.874237  0.22
H6 -3.046783 -1.569782 0.440524  0.48
H7 -1.799984 0.401242 0.076503  0.20
H8 0.009320 1.387676 -1.298034  0.21
C8 -0.474490 2.257166 2.583668  -0.61
C9 0.381905 1.069105 3.035697  -0.62
H9 -0.956659 2.812299 3.371528  0.20
H10 0.169461 3.017466 2.117186  0.20
H11 -1.202171 2.009267 1.805328  0.20
H12 -0.037655 0.599353 3.932462  0.20
H13 1.364144 1.440133 3.319991  0.21
H14 0.345678 0.287328 2.283526  0.22

Cartesian forces (eV/Å) of the 2 atoms listed first:
C 0.7 0.1 -0.1
C 0.0 -0.3 0.0

Results
Highest occupied orbital energy = -8.49 eV
Energy = -426.55991 Ha
LUMO level = 0.84 eV
SMILES string = Cc1ccc(O)cc1.CC
Relative energy (zero: lowest compared OMol25 entry of this formula, charge and spin) = 8.1 kcal per mole
Net charge = 0
Frontier orbital gap = 9.33 eV

***

C9H14O | ωB97M-V/def2-TZVPD

Each line ends with the natural charge from an NBO analysis.
Geometry (Å):
C1 1.515474 -3.291412 -1.409101  -0.62
C2 0.652616 -2.333904 -0.610609  -0.05
C3 -0.017454 -1.323006 -1.277193  -0.18
C4 -0.945055 -0.524925 -0.602311  -0.30
C5 -1.070972 -0.663189 0.763559  0.30
O1 -1.979810 0.023191 1.524102  -0.67
C6 -0.286680 -1.574747 1.461490  -0.26
C7 0.491597 -2.479486 0.770466  -0.19
H1 2.471843 -2.858004 -1.699897  0.22
H2 1.027316 -3.616314 -2.322671  0.22
H3 1.705932 -4.181672 -0.815810  0.21
H4 0.181119 -1.135762 -2.324086  0.21
H5 -1.561454 0.168304 -1.156836  0.21
H6 -2.414317 0.705869 1.004124  0.48
H7 -0.510414 -1.632098 2.516464  0.22
H8 1.127766 -3.187715 1.279259  0.21
C8 0.022941 3.721187 1.095300  -0.62
C9 -0.083631 3.285978 -0.375167  -0.62
H9 0.454444 2.928019 1.702667  0.21
H10 0.547335 4.676806 1.163426  0.21
H11 -0.961051 3.848353 1.566335  0.20
H12 0.728378 3.672652 -0.988116  0.21
H13 -0.060513 2.199346 -0.445126  0.21
H14 -1.035409 3.572527 -0.820268  0.20

Cartesian forces (eV/Å) of the 2 atoms listed first:
C 0.0 0.1 0.4
C 0.3 -0.4 -0.5

Results
Highest occupied orbital energy = -8.40 eV
Energy = -426.56092 Ha
LUMO level = 0.85 eV
SMILES string = Cc1ccc(O)cc1.CC
Relative energy (zero: lowest compared OMol25 entry of this formula, charge and spin) = 7.4 kcal per mole
Net charge = 0
Frontier orbital gap = 9.25 eV

***

C9H14O | ωB97M-V/def2-TZVPD

Each line ends with the natural charge from an NBO analysis.
Geometry (Å):
C1 0.332340 0.285345 -0.236767  -0.19
C2 -1.439865 2.952411 -0.791294  -0.75
C3 1.423981 1.147940 0.338645  -0.64
C4 0.427963 -2.582908 -1.244016  -0.69
C5 -1.768892 1.810854 0.160602  0.51
C6 -0.729767 -0.127927 0.509542  0.09
C7 0.961405 -1.737556 -0.143042  0.05
C8 -1.401793 -0.729219 1.446948  -0.45
C9 1.834609 -2.090471 0.779558  -0.50
O1 -2.772423 1.825783 0.820109  -0.57
H1 0.184322 0.341480 -1.310845  0.23
H2 -2.282364 3.644051 -0.875816  0.24
H3 -1.183832 2.559223 -1.775886  0.23
H4 -0.574707 3.493327 -0.402773  0.23
H5 1.403168 1.150576 1.426403  0.23
H6 1.326774 2.170626 -0.025699  0.22
H7 2.393831 0.769910 0.013165  0.24
H8 -0.657508 -2.686552 -1.166904  0.23
H9 0.643721 -2.139289 -2.220080  0.22
H10 0.868911 -3.587982 -1.236869  0.21
H11 -2.301938 -0.248805 1.818391  0.25
H12 -1.170103 -1.730895 1.778482  0.23
H13 2.149019 -1.428314 1.578487  0.20
H14 2.333150 -3.061605 0.759660  0.20

Cartesian forces (eV/Å) of the 2 atoms listed first:
C 3.3 -4.8 -0.8
C 0.3 -0.3 0.0

Results
Highest occupied orbital energy (spin up / spin down) = -6.72 / -6.72 eV
Energy = -426.33814 Ha
LUMO level (spin up / spin down) = 0.82 / 0.82 eV
Relative energy (zero: lowest compared OMol25 entry of this formula, charge and spin) = 147.2 kcal per mole
Net charge = 0
Frontier orbital gap (spin up / spin down) = 7.54 / 7.54 eV

***

C9H14O | ωB97M-V/def2-TZVPD

Each line ends with the natural charge from an NBO analysis.
Geometry (Å):
C1 1.220553 0.652001 2.845565  -0.62
C2 1.082970 -0.035664 1.501773  -0.06
C3 -0.265626 -0.343490 1.166299  -0.19
C4 -0.526781 -0.789487 -0.127692  -0.29
C5 0.557156 -0.901801 -1.026466  0.29
O1 0.416217 -1.525656 -2.271969  -0.69
C6 1.891298 -0.822712 -0.663564  -0.25
C7 2.085299 -0.220761 0.599079  -0.20
H1 1.954983 0.136668 3.443352  0.21
H2 0.275673 0.746727 3.420247  0.22
H3 1.691843 1.607155 2.751244  0.22
H4 -1.059901 -0.515207 1.886481  0.21
H5 -1.476583 -1.257608 -0.387155  0.22
H6 -0.502051 -1.465407 -2.552001  0.47
H7 2.647299 -1.163244 -1.354632  0.24
H8 3.083117 0.070150 0.938213  0.21
C8 -3.239915 1.341288 -1.099235  -0.62
C9 -1.886450 1.814643 -0.587155  -0.61
H9 -3.195586 1.014075 -2.150431  0.20
H10 -3.600100 0.570454 -0.397562  0.20
H11 -3.952315 2.128131 -1.219628  0.21
H12 -1.110955 1.250384 -1.145232  0.21
H13 -1.769259 1.459837 0.444868  0.21
H14 -1.733401 2.923123 -0.576942  0.21

Cartesian forces (eV/Å) of the 2 atoms listed first:
C 0.5 -0.6 0.2
C -3.1 1.1 1.1

Results
Highest occupied orbital energy = -8.36 eV
Energy = -426.52734 Ha
LUMO level = 0.85 eV
SMILES string = Cc1ccc(O)cc1.CC
Relative energy (zero: lowest compared OMol25 entry of this formula, charge and spin) = 28.5 kcal per mole
Net charge = 0
Frontier orbital gap = 9.22 eV

***

C9H14O | ωB97M-V/def2-TZVPD

Each line ends with the Mulliken spin population.
Geometry (Å):
C1 1.841250 -1.255342 -2.185453  0.00
C2 3.180318 -0.667872 -1.707517  0.00
O1 1.794344 -2.618375 -1.745398  0.00
H1 0.984077 -0.738008 -1.877740  0.00
H2 1.849242 -1.472591 -3.402167  0.00
H3 3.081294 -0.124137 -0.746938  0.00
H4 1.505690 -2.577920 -0.765366  0.00
H5 3.657946 0.140790 -2.297918  0.00
H6 3.786356 -1.652156 -1.659566  0.00
C3 -2.207512 2.775020 0.666049  0.02
C4 -1.880755 -1.043652 0.651610  0.26
C5 -2.091611 0.328568 0.179427  -0.03
C6 -0.828667 -1.171896 1.588649  0.25
C7 -1.535089 1.402082 0.829282  0.18
C8 -0.151221 -0.138387 2.112914  -0.02
C9 -0.462902 1.132895 1.689017  0.27
H7 -2.585586 -1.732750 0.324511  0.00
H8 -2.817425 0.523787 -0.577779  0.00
H9 -0.476464 -2.108184 1.935453  0.00
H10 0.706026 -0.305966 2.929102  0.00
H11 -1.837597 3.413867 -0.113899  0.02
H12 -2.234916 3.352380 1.645906  0.00
H13 -0.046496 1.995084 2.181513  0.01
H14 -3.230303 2.542764 0.346307  0.00

Cartesian forces (eV/Å) of the 2 atoms listed first:
C 2.2 -1.9 -3.9
C 0.4 -0.5 0.1

Results
Highest occupied orbital energy (spin up / spin down) = -12.99 / -12.99 eV
Energy = -426.16551 Ha
LUMO level (spin up / spin down) = -4.77 / -8.72 eV
Relative energy (zero: lowest compared OMol25 entry of this formula, charge and spin) = 69.5 kcal per mole
Spin multiplicity = 2
Net charge = +1
Frontier orbital gap (spin up / spin down) = 8.22 / 4.26 eV
Expectation value of S² = 0.77

***

C9H14O | ωB97M-V/def2-TZVPD

Each line ends with the Mulliken spin population.
Geometry (Å):
C1 -2.153775 -1.322205 0.123525  0.01
C2 -2.877591 -0.882360 -1.139928  0.00
O1 -2.595426 -0.649452 1.294373  0.00
H1 -2.234026 -2.409817 0.246163  0.00
H2 -1.089075 -1.092358 0.031636  0.00
H3 -3.943511 -1.081973 -1.042438  0.00
H4 -3.532050 -0.832040 1.428236  0.00
H5 -2.484303 -1.436394 -1.994103  0.00
H6 -2.758486 0.186953 -1.302813  0.00
C3 2.451618 1.077703 -2.056754  0.03
C4 0.123888 1.252543 0.895569  0.07
C5 0.754780 1.579902 -0.263138  0.11
C6 0.477896 0.058104 1.567962  0.27
C7 1.758227 0.717976 -0.801045  0.23
C8 1.474711 -0.813253 1.044222  0.08
C9 2.102747 -0.489786 -0.114195  0.11
H7 -0.642307 1.890919 1.308440  0.00
H8 0.499963 2.496159 -0.784373  0.00
H9 -0.025033 -0.189506 2.492086  0.00
H10 1.717313 -1.717577 1.583515  0.01
H11 3.383311 0.519891 -2.154931  0.00
H12 2.641109 2.154004 -2.069433  0.02
H13 2.857891 -1.133952 -0.542345  0.00
H14 1.822182 0.878138 -2.927153  0.05

Cartesian forces (eV/Å) of the 2 atoms listed first:
C -0.2 -0.2 -0.2
C 0.1 -0.1 0.3

Results
Highest occupied orbital energy (spin up / spin down) = -13.56 / -13.56 eV
Energy = -426.25209 Ha
LUMO level (spin up / spin down) = -4.22 / -8.02 eV
Relative energy (zero: lowest compared OMol25 entry of this formula, charge and spin) = 15.2 kcal per mole
Spin multiplicity = 2
Net charge = +1
Frontier orbital gap (spin up / spin down) = 9.34 / 5.54 eV
Expectation value of S² = 0.77

***

C9H14O | ωB97M-V/def2-TZVPD

Each line ends with the Mulliken spin population.
Geometry (Å):
C1 0.601731 1.242135 2.515707  0.00
C2 -0.514014 1.742530 1.557765  0.00
O1 1.816445 1.988326 2.334091  0.00
H1 0.368721 1.463869 3.539380  0.00
H2 0.673198 0.162122 2.365734  0.00
H3 -0.973270 0.841776 1.160982  0.00
H4 2.142256 1.749770 1.470168  0.00
H5 -0.208658 2.378499 0.720073  0.00
H6 -1.225659 2.416377 2.059781  0.00
C3 0.952956 -2.353452 0.117577  0.05
C4 0.306586 -1.325533 -0.711903  0.26
C5 -1.000226 -1.689770 -1.189230  0.16
C6 0.771364 -0.172846 -1.358620  0.10
C7 -1.875225 -0.794606 -1.744507  0.01
C8 0.036718 0.743137 -2.044651  0.10
C9 -1.295230 0.420954 -2.214220  0.26
H7 1.745301 -2.787499 -0.503208  0.05
H8 0.321944 -3.236992 0.185385  0.00
H9 -1.349078 -2.737900 -1.165775  0.00
H10 1.779795 0.186997 -1.108327  -0.01
H11 -2.940243 -0.960352 -1.846408  0.00
H12 0.441911 1.637317 -2.463327  0.00
H13 -2.023200 1.057641 -2.682551  0.01
H14 1.445877 -1.972504 1.006085  0.01

Cartesian forces (eV/Å) of the 2 atoms listed first:
C 0.0 1.6 -0.9
C -0.1 0.3 0.5

Results
Highest occupied orbital energy (spin up / spin down) = -13.17 / -13.17 eV
Energy = -426.19502 Ha
LUMO level (spin up / spin down) = -4.54 / -8.42 eV
Relative energy (zero: lowest compared OMol25 entry of this formula, charge and spin) = 51.0 kcal per mole
Spin multiplicity = 2
Net charge = +1
Frontier orbital gap (spin up / spin down) = 8.63 / 4.75 eV
Expectation value of S² = 0.77

***

C9H14O2 | ωB97M-V/def2-TZVPD

Each line ends with the natural charge from an NBO analysis.
Geometry (Å):
C1 2.468873 -0.511553 1.283955  -0.59
C2 1.274972 0.529223 1.047542  -0.42
C3 0.192535 -0.409832 0.450570  -0.04
C4 -0.198700 -1.517425 1.290704  -0.20
C5 -1.221901 -2.341534 0.892993  -0.26
C6 -1.745031 -1.965240 -0.371085  0.28
O1 -2.994542 -2.472317 -0.740349  -0.71
C7 -1.500951 -0.841519 -1.147200  -0.26
C8 -0.398709 -0.029816 -0.734814  -0.20
H1 2.364036 -1.008143 2.276441  0.19
H2 3.396149 -0.022949 1.262533  0.20
H3 2.506392 -1.191069 0.531784  0.20
H4 0.999572 1.062614 1.942127  0.20
H5 1.552414 1.301602 0.348107  0.23
H6 0.332501 -1.751384 2.180270  0.21
H7 -1.667228 -3.201784 1.416914  0.22
H8 -3.345334 -3.243217 -0.126748  0.47
H9 -2.087760 -0.758095 -2.080683  0.23
H10 -0.235117 0.810921 -1.362893  0.22
C9 1.685412 4.245725 -1.467576  -0.24
O2 1.390701 3.512627 -0.344516  -0.74
H11 2.040801 5.148189 -1.024341  0.17
H12 0.790164 4.348851 -2.162997  0.16
H13 2.516122 3.715040 -1.957337  0.18
H14 0.329019 3.518751 -0.034791  0.47

Cartesian forces (eV/Å) of the 2 atoms listed first:
C -1.4 2.7 2.9
C 0.9 -2.9 -0.8

Results
Highest occupied orbital energy = -7.98 eV
Energy = -501.71538 Ha
LUMO level = 0.71 eV
SMILES string = CCc1ccc(O)cc1.CO
Relative energy (zero: lowest compared OMol25 entry of this formula, charge and spin) = 75.8 kcal per mole
Net charge = 0
Frontier orbital gap = 8.68 eV

***

C9H14O5P | ωB97M-V/def2-TZVPD

Each line ends with the natural charge from an NBO analysis.
Geometry (Å):
C1 -4.111826 -0.266808 -0.338329  -0.04
C2 -2.935524 -0.393211 -0.093418  -0.01
C3 -1.112842 -1.459164 0.707057  0.80
C4 -5.490212 -0.042378 -0.705758  -0.68
C5 -1.257118 1.747935 -1.021812  -0.60
C6 3.175745 0.037488 2.401465  -0.26
C7 2.827324 -1.810794 -1.094117  -0.24
C8 -0.717503 0.824291 0.120535  -0.43
C9 -1.616069 -0.281189 0.383686  -0.41
O1 -0.573064 -2.469351 0.895637  -0.46
O2 2.223631 1.133157 -1.118697  -1.18
O3 4.337104 1.429862 0.274729  -1.16
O4 2.194791 0.257343 1.375870  -0.83
O5 3.655090 -0.881846 -0.457063  -0.85
P1 3.127878 0.637244 -0.025349  2.50
H1 -5.718208 -0.661511 -1.692605  0.22
H2 -5.606163 1.104134 -0.836342  0.24
H3 -6.225202 -0.322703 0.079214  0.22
H4 -1.563122 1.000683 -1.877027  0.20
H5 -2.160678 2.403479 -0.695852  0.19
H6 -0.410980 2.484597 -1.269773  0.24
H7 4.024580 -0.428404 1.939185  0.19
H8 2.659742 -0.725134 3.187776  0.15
H9 3.576467 0.957987 2.839525  0.18
H10 3.525741 -2.720220 -1.469372  0.15
H11 2.348675 -1.399429 -1.992135  0.19
H12 2.117272 -2.174664 -0.227221  0.17
H13 -0.601744 1.532185 0.945764  0.21
H14 0.306217 0.486415 -0.235563  0.29

Cartesian forces (eV/Å) of the 2 atoms listed first:
C 0.7 -0.3 0.2
C -1.7 0.8 0.5

Results
Highest occupied orbital energy = -5.20 eV
Energy = -1068.91903 Ha
LUMO level = 2.85 eV
Relative energy (zero: lowest compared OMol25 entry of this formula, charge and spin) = 1.6 kcal per mole
Net charge = -1
Frontier orbital gap = 8.04 eV